{"formula": "C32H46Cl16F7INO5S", "method": "wB97M-V/def2-TZVPD", "symbols": ["C", "C", "C", "C", "C", "C", "C", "C", "C", "N", "C", "S", "O", "O", "C", "F", "F", "C", "F", "F", "C", "F", "F", "F", "C", "C", "C", "C", "C", "C", "C", "C", "O", "C", "O", "O", "C", "C", "C", "C", "I", "C", "C", "H", "H", "H", "H", "H", "H", "H", "H", "H", "H", "H", "H", "H", "H", "H", "H", "H", "H", "H", "H", "H", "H", "H", "H", "H", "H", "H", "H", "H", "H", "H", "H", "H", "H", "H", "H", "H", "H", "H", "H", "H", "H", "H", "H", "H", "H", "C", "Cl", "Cl", "Cl", "Cl", "C", "Cl", "Cl", "Cl", "Cl", "C", "Cl", "Cl", "Cl", "Cl", "C", "Cl", "Cl", "Cl", "Cl"], "xyz": [[9.0454, -0.6385, -0.9951], [9.1225, 0.0002, 0.5145], [8.6559, 1.5749, 0.5690], [7.0820, 1.7899, 0.0932], [6.1053, 0.5244, 0.5709], [4.5772, 0.9086, 0.1205], [3.5803, -0.4233, -0.0530], [2.0824, 0.1827, -0.3290], [0.8962, -0.9336, -0.5054], [-0.3534, -0.1490, -0.9579], [-0.6134, 0.3286, -2.2274], [0.3768, 0.2039, -3.8087], [1.3506, 1.4449, -3.8796], [-0.5056, 0.2367, -5.1177], [1.4692, -1.3057, -3.9694], [2.7129, -1.1729, -3.1212], [1.9945, -1.2825, -5.3873], [0.7135, -2.7480, -3.8062], [1.7121, -3.6875, -3.1714], [-0.4904, -2.7465, -2.9481], [0.2815, -3.4642, -5.2301], [-0.6467, -4.5912, -4.8408], [1.4229, -4.1152, -5.9384], [-0.5390, -2.5802, -6.1192], [-2.0709, 1.1206, -2.0000], [-1.8668, 2.3750, -3.0819], [-2.8322, 3.6655, -2.7948], [-2.0429, 1.5142, -0.3719], [-3.5312, 2.0132, 0.0690], [-4.0778, 1.4877, 1.5127], [-5.1463, 2.5745, 2.2027], [-5.7996, 1.7673, 3.5008], [-4.7922, 1.3041, 4.4753], [-5.0240, -0.0992, 4.8742], [-4.1370, -0.6893, 5.7223], [-0.8938, 2.4281, -0.3618], [-0.8731, 3.3555, 0.7635], [-0.5320, 2.7053, 2.2290], [-1.4007, 0.1183, 0.1445], [-2.2347, -1.2361, 0.4125], [-2.5771, -1.6862, 2.5738], [-3.6651, -1.4286, -0.3251], [-3.5393, -2.6655, -1.4439], [9.6276, -0.0024, -1.8033], [7.9602, -0.7918, -1.4123], [9.5416, -1.7100, -0.9329], [8.5219, -0.6869, 1.2639], [10.2594, -0.0628, 0.8712], [8.8321, 1.9815, 1.6662], [9.4151, 2.1751, -0.1239], [6.7398, 2.8132, 0.5937], [7.0662, 1.9598, -1.0687], [6.1417, 0.5298, 1.7446], [6.3941, -0.4953, 0.0753], [4.0877, 1.5466, 1.0024], [4.4955, 1.5777, -0.8371], [4.0253, -1.0679, -0.9233], [3.6571, -1.0301, 0.9698], [2.0598, 0.9782, -1.2172], [1.8000, 0.8174, 0.6423], [0.7313, -1.4128, 0.5759], [1.1519, -1.8325, -1.2092], [-3.0385, 0.6253, -2.4301], [-0.7639, 2.7692, -3.1236], [-2.2275, 1.9229, -4.1267], [-3.9730, 3.3945, -2.8969], [-2.6084, 4.0171, -1.6837], [-2.4947, 4.5234, -3.5532], [-3.6542, 3.2008, 0.0703], [-4.3154, 1.6412, -0.7507], [-4.7064, 0.4774, 1.4240], [-3.2653, 1.2950, 2.3306], [-5.9509, 2.9412, 1.4290], [-4.4759, 3.4285, 2.6395], [-6.5877, 2.4009, 4.0975], [-6.2904, 0.7887, 3.0310], [-5.8873, -0.7910, 4.4811], [-1.8179, 4.0343, 0.8948], [0.0231, 4.1155, 0.5420], [-0.6181, 3.5742, 3.0335], [-1.1448, 1.7511, 2.5112], [0.6089, 2.3771, 2.1974], [-0.6757, 0.1669, 1.0920], [-1.5473, -2.1471, 0.0575], [-4.0928, -0.5200, -0.9132], [-4.5209, -1.7791, 0.4289], [-3.2161, -2.1185, -2.4525], [-4.6284, -3.0824, -1.6574], [-2.7855, -3.5001, -1.1205], [-1.3876, -6.7211, -0.9501], [-0.9109, -8.4375, -0.9175], [-3.0858, -6.5665, -0.4336], [-0.3436, -5.7936, 0.1564], [-1.2103, -6.0867, -2.6057], [-7.3877, -0.7083, -1.1863], [-8.8473, -0.1363, -2.0329], [-7.4050, -0.1156, 0.4939], [-7.3602, -2.4899, -1.1873], [-5.9381, -0.0915, -2.0188], [-2.1473, -3.8195, 6.5026], [-0.9443, -4.2800, 5.2717], [-3.7383, -3.6094, 5.7286], [-2.2523, -5.0988, 7.7383], [-1.6543, -2.2897, 7.2718], [4.7527, 3.8940, 3.0353], [6.2624, 2.9503, 3.1043], [4.2504, 4.0875, 1.3368], [3.4764, 3.0395, 3.9384], [5.0216, 5.4986, 3.7617]], "atomic_forces_ev_per_a": [[0.342, -0.533, 0.018], [0.599, 0.057, -0.180], [0.360, -0.499, 0.001], [0.895, 0.150, 0.287], [-0.513, 1.735, -0.590], [-1.094, -0.270, 1.136], [0.884, 1.054, 0.261], [0.112, 0.532, 0.662], [1.181, -0.037, 0.892], [0.696, -0.534, -3.656], [-2.651, -1.696, 6.163], [0.925, 7.029, -6.707], [-3.453, -5.186, 1.651], [2.600, -1.441, 6.015], [4.181, -1.514, -1.363], [-4.635, -0.515, -2.638], [-2.027, 0.104, 4.826], [0.759, -2.795, 1.563], [-3.383, 3.130, -1.931], [3.811, 0.632, -2.532], [-1.895, -2.614, -2.066], [3.255, 3.938, -1.510], [-4.308, 2.933, 2.607], [3.457, -3.163, 3.276], [1.104, 2.099, -2.547], [-1.283, 0.601, -0.385], [0.823, -0.051, 0.475], [0.580, -1.205, -2.413], [-1.040, 0.216, 0.298], [-1.248, -0.020, 0.732], [1.514, -1.182, 0.984], [-1.252, -0.173, -1.324], [-1.774, -3.723, -0.256], [5.917, -1.808, 4.427], [-6.002, 4.483, -5.724], [-2.103, 0.480, 1.708], [1.186, 1.627, 1.655], [1.160, 0.123, -0.427], [0.967, -0.371, 1.732], [-0.245, -1.136, -1.308], [0.585, 0.383, -0.996], [-0.697, -1.569, -0.605], [-0.710, 1.432, -0.524], [-1.087, -1.215, 1.826], [1.986, 0.410, 0.975], [-0.986, 2.187, -0.308], [1.057, 1.517, -1.538], [-2.456, 0.184, -0.806], [-0.508, -0.845, -2.163], [-1.813, -1.168, 1.389], [0.454, -2.394, -1.253], [-0.135, -0.579, 2.194], [-0.022, -0.535, -2.352], [-0.309, 2.018, 1.166], [1.093, -1.400, -1.983], [0.421, -1.367, 1.648], [-1.179, 1.082, 1.590], [-0.448, 1.199, -2.288], [0.207, -1.963, 1.698], [0.514, -1.352, -2.079], [-0.120, 1.124, -2.512], [-0.578, 1.972, 1.077], [2.123, 0.148, 1.202], [-2.128, -0.990, 0.083], [1.251, 0.976, 2.217], [2.308, 0.634, 0.095], [-0.579, -0.488, -2.476], [-1.037, -1.916, 1.743], [0.758, -2.662, -0.140], [1.888, 0.820, 1.754], [1.606, 2.064, -0.116], [-1.336, 0.426, -1.794], [1.489, -0.713, 1.781], [-1.540, -1.229, -1.018], [1.508, -1.189, -1.371], [0.658, 2.181, 1.059], [1.320, 2.032, 0.344], [1.451, -1.532, -0.698], [-2.023, -1.799, 0.267], [0.011, -2.038, -1.658], [0.879, 2.059, -0.402], [-2.331, 0.635, 0.184], [-1.771, 0.611, -2.003], [-1.415, 2.092, 0.896], [1.478, -1.699, 1.715], [2.052, 0.998, -1.448], [-0.351, -1.541, 1.978], [2.489, 0.651, 0.534], [-1.558, 1.574, -0.678], [-0.055, -0.274, -0.117], [-0.133, 0.544, 0.011], [0.401, 0.001, -0.099], [-0.198, -0.101, -0.196], [-0.059, -0.180, 0.596], [-0.471, -0.176, -0.040], [0.537, -0.167, 0.289], [0.037, -0.100, -0.359], [0.004, 0.525, 0.024], [-0.905, 0.140, -0.444], [-0.054, 0.046, 0.199], [-0.228, 0.083, 0.213], [0.467, -0.325, 0.153], [0.030, 0.339, -0.355], [-0.125, -0.432, -0.246], [0.146, 0.153, 0.123], [-0.464, 0.332, 0.263], [0.056, 0.255, 0.401], [0.237, 0.136, -0.219], [-0.093, -0.482, -0.219]], "total_charge": 1, "homo_lumo_gap_ev": 6.790, "spin_multiplicity": 1, "e_homo_ev": -12.122}

***

{"formula": "C26H42BrNOP2V", "method": "wB97M-V/def2-TZVPD", "symbols": ["C", "C", "C", "C", "N", "C", "C", "C", "C", "C", "C", "C", "C", "C", "V", "P", "H", "H", "H", "H", "H", "H", "H", "H", "C", "C", "H", "H", "H", "H", "H", "C", "C", "H", "H", "H", "H", "H", "C", "C", "H", "H", "H", "H", "H", "Br", "P", "C", "C", "H", "H", "H", "H", "H", "C", "C", "H", "H", "H", "H", "H", "C", "C", "H", "H", "H", "H", "H", "C", "O", "H", "H", "H", "H"], "xyz": [[2.8248, 4.3321, -0.4692], [1.7969, 3.7307, -1.2036], [1.8680, 3.6768, -2.6125], [2.9039, 4.3787, -3.2090], [3.8315, 5.0018, -2.4963], [3.7989, 5.0039, -1.1760], [0.6553, 3.1893, -0.5105], [-0.4532, 2.9593, -0.0606], [-1.5843, 2.4677, 0.6477], [-1.5055, 1.0972, 0.9735], [-2.6427, 0.3545, 1.3662], [-3.4681, 1.1791, 2.1221], [-3.6434, 2.5166, 1.9049], [-2.7598, 3.1237, 1.0007], [-1.8720, 0.6110, 3.4449], [1.2608, -0.5037, 0.8094], [1.1277, 3.1508, -3.2218], [2.8391, 4.3211, 0.6222], [2.9618, 4.4262, -4.3005], [4.5716, 5.5552, -0.6410], [-2.9087, 4.1419, 0.6872], [-0.6447, 0.5142, 0.6204], [-4.5110, 3.0111, 2.2800], [-2.9001, -0.6515, 1.0292], [1.9472, -2.1972, 1.1104], [3.1609, -2.5559, 0.2447], [1.1087, -2.8888, 0.9113], [2.1947, -2.2800, 2.1843], [3.4414, -3.6004, 0.4330], [2.9457, -2.4547, -0.8308], [4.0293, -1.9271, 0.4966], [1.4936, -0.1568, -1.0191], [2.8280, 0.4390, -1.4229], [0.6746, 0.5361, -1.2590], [1.2775, -1.0920, -1.5590], [2.7983, 0.6732, -2.4908], [3.0118, 1.3816, -0.8960], [3.6601, -0.2562, -1.2536], [2.3162, 0.7129, 1.7202], [3.8088, 0.3946, 1.7342], [1.9260, 0.7316, 2.7542], [2.1217, 1.7120, 1.2942], [4.3446, 1.1384, 2.3369], [4.0082, -0.5897, 2.1720], [4.2511, 0.4262, 0.7323], [-4.2056, 0.2818, 4.1890], [-1.5782, -1.9003, -0.8690], [-0.6278, -2.9025, -2.1029], [-1.2965, -4.1705, -2.6618], [0.3058, -3.1802, -1.5635], [-0.3391, -2.2131, -2.9201], [-0.5417, -4.6693, -3.2960], [-1.5914, -4.8683, -1.8518], [-2.1736, -3.9199, -3.2925], [-2.8171, -2.9632, -0.0709], [-4.1490, -3.2201, -0.7542], [-3.0362, -2.5112, 0.9079], [-2.3128, -3.9126, 0.1506], [-4.7382, -3.9017, -0.1347], [-4.7607, -2.3219, -0.8725], [-4.0546, -3.6940, -1.7333], [-2.5817, -0.6222, -1.7271], [-3.1221, -0.9426, -3.1101], [-1.9590, 0.2862, -1.7671], [-3.4170, -0.3758, -1.0581], [-3.6441, -0.0573, -3.4935], [-2.3279, -1.1900, -3.8213], [-3.8544, -1.7573, -3.0899], [0.0660, 0.1479, 5.1619], [-0.5574, -0.7067, 4.1911], [-0.2320, -0.0832, 6.1793], [-0.2535, 1.1651, 4.9240], [1.1528, 0.0920, 5.1316], [-0.2483, -1.6236, 4.3550]], "atomic_forces_ev_per_a": [[-0.646, -0.019, 0.214], [0.172, -0.536, -0.139], [-0.351, 0.196, 0.576], [-0.116, -0.390, 0.107], [0.526, 0.732, -0.656], [0.200, -0.251, 0.042], [-1.239, 0.314, -0.213], [0.977, 0.458, 0.051], [0.189, -0.505, 0.655], [-0.563, -1.215, -1.622], [0.003, -0.058, 0.658], [-1.201, -0.606, -0.165], [-0.045, -0.119, -0.184], [0.452, 0.641, 0.128], [0.606, 0.275, 0.518], [-0.239, -0.015, -0.113], [0.148, 0.277, 0.361], [-0.170, 0.074, -0.336], [0.200, 0.026, 0.380], [-0.021, -0.132, -0.256], [-0.238, 0.217, -0.047], [-0.329, -0.100, -0.117], [-0.173, 0.573, 0.597], [0.522, 0.112, 0.703], [-0.013, 0.195, -0.122], [0.251, -0.220, 0.081], [0.314, 0.243, 0.110], [-0.118, 0.030, -0.343], [-0.011, 0.221, -0.113], [0.079, -0.049, 0.419], [-0.353, -0.311, -0.232], [-0.323, -0.245, 0.683], [0.192, 0.071, -0.312], [0.152, -0.111, -0.103], [0.095, 0.288, 0.240], [0.112, 0.004, 0.058], [0.123, -0.255, -0.106], [-0.223, 0.273, -0.042], [0.260, -0.276, -0.114], [0.451, 0.365, 0.226], [0.129, 0.024, -0.303], [-0.016, -0.327, 0.092], [-0.043, -0.164, -0.053], [-0.039, 0.223, -0.056], [-0.165, -0.064, 0.307], [0.061, 0.576, -1.603], [0.882, 0.582, 0.494], [-0.137, -0.077, 0.106], [0.186, 0.060, -0.261], [-0.484, 0.137, -0.403], [-0.077, -0.307, 0.347], [-0.516, -0.010, 0.222], [0.104, 0.389, -0.539], [0.469, -0.235, 0.421], [-0.268, -0.378, 0.058], [-0.528, -0.430, -0.083], [0.149, -0.201, -0.021], [-0.072, 0.131, 0.050], [-0.005, 0.015, -0.058], [0.198, 0.044, -0.027], [0.110, 0.090, 0.090], [0.132, 0.093, -0.227], [-0.423, 0.195, -0.317], [-0.119, -0.203, -0.080], [0.077, -0.049, -0.096], [0.092, -0.191, -0.088], [-0.115, -0.016, 0.137], [0.262, 0.104, -0.024], [0.449, 0.066, 0.686], [0.865, -1.203, 0.519], [-0.343, -0.096, 0.037], [0.168, 0.423, 0.114], [-0.022, 0.139, -0.383], [-0.611, 0.487, -0.531]], "total_charge": 2, "homo_lumo_gap_ev": [4.454, 3.747], "spin_multiplicity": 4, "e_homo_ev": [-12.696, -12.399], "de_lowest_kcal_mol": 35.5}